[1]
{
  "formula": "C61H119N5O13",
  "method": "wB97M-V/def2-TZVPD",
  "symbols": ["O", "O", "O", "O", "O", "O", "O", "O", "O", "O", "O", "O", "O", "N", "N", "N", "N", "N", "C", "C", "C", "C", "C", "C", "C", "C", "C", "C", "C", "C", "C", "C", "C", "C", "C", "C", "C", "C", "C", "C", "C", "C", "C", "C", "C", "C", "C", "C", "C", "C", "C", "C", "C", "C", "C", "C", "C", "C", "C", "C", "C", "C", "C", "C", "C", "C", "C", "C", "C", "C", "C", "C", "C", "C", "C", "C", "C", "C", "C", "H", "H", "H", "H", "H", "H", "H", "H", "H", "H", "H", "H", "H", "H", "H", "H", "H", "H", "H", "H", "H", "H", "H", "H", "H", "H", "H", "H", "H", "H", "H", "H", "H", "H", "H", "H", "H", "H", "H", "H", "H", "H", "H", "H", "H", "H", "H", "H", "H", "H", "H", "H", "H", "H", "H", "H", "H", "H", "H", "H", "H", "H", "H", "H", "H", "H", "H", "H", "H", "H", "H", "H", "H", "H", "H", "H", "H", "H", "H", "H", "H", "H", "H", "H", "H", "H", "H", "H", "H", "H", "H", "H", "H", "H", "H", "H", "H", "H", "H", "H", "H", "H", "H", "H", "H", "H", "H", "H", "H", "H", "H", "H", "H", "H", "H", "H", "H", "H", "H"],
  "xyz": [[-4.64600, -1.88803, 1.99470], [-2.49603, 4.55315, -3.55201], [-0.89074, -2.30032, 6.12297], [4.47331, -1.26558, -4.59907], [3.28900, -5.96000, -2.32027], [0.40335, 1.31254, -2.51554], [2.51049, 0.50449, 5.22402], [4.66665, 0.11976, 6.04161], [-3.23137, 6.14327, 1.98884], [0.87194, -0.13910, 3.10310], [-1.26958, -2.97245, 3.94617], [-3.41021, 2.48227, -3.41545], [-1.17934, -0.29144, -2.65528], [-4.58635, -1.65145, 0.65575], [5.05413, -0.38417, -3.69574], [-4.15489, 5.42276, 1.17792], [0.85425, 0.69785, 1.94458], [3.80096, -4.92560, -1.51910], [1.83446, -4.90353, 0.11785], [0.16773, -2.09959, -3.22566], [-3.77621, 0.83009, 0.79517], [0.23769, 2.08409, -0.52401], [4.08703, -0.11926, -2.57829], [-4.97685, 4.30243, 3.14783], [1.86090, -3.47093, -1.96543], [2.73472, -4.12362, -0.82064], [-3.87581, -0.86839, -2.08827], [5.04908, -6.40354, 0.11255], [6.72680, 1.18506, -3.02010], [-2.69007, -1.07966, 3.37543], [0.09456, 0.13185, -2.55512], [-5.65995, 3.46608, 0.96090], [-0.60704, 2.30149, 3.15326], [3.30699, -2.89965, -0.09108], [-1.17472, -2.03078, 4.94793], [7.00112, 0.02384, -5.19737], [-1.97580, -2.41449, 2.88686], [5.93511, 0.63982, -4.25589], [5.07406, -5.20078, -0.86791], [6.11209, -5.48954, -1.95278], [1.18375, 0.12870, 5.41546], [-3.53684, -2.40872, 0.08754], [-2.41408, 1.87421, -1.33902], [-5.56269, 3.55659, -0.58523], [3.52141, -1.40317, -1.93948], [-3.23989, 1.37783, -2.54541], [5.66617, -3.91486, -0.15454], [-2.19592, -1.95578, 0.48441], [-3.25692, 3.18414, 1.86737], [1.49718, 1.22843, -0.35161], [1.49345, 0.12006, 0.75653], [-4.34544, 7.26211, -0.44091], [4.56708, -3.22032, 0.76463], [-3.80807, -3.92944, 0.40487], [4.97322, 0.54842, -1.40423], [-6.20569, 0.17397, 0.85527], [2.61434, -0.72367, 7.25649], [1.00605, -1.02992, -2.58670], [-2.88681, 5.26966, -1.05874], [-4.98666, -0.12232, -1.25668], [-5.34987, 5.04206, -0.97725], [-0.24050, 2.58784, 0.80554], [-4.79846, -0.18812, 0.25463], [2.95477, -0.23673, 0.97930], [-0.39591, 1.46827, 1.86028], [3.44861, -0.01676, 6.16118], [-4.45287, 4.10880, 1.73814], [5.86100, 1.70409, -1.80692], [-3.70879, -2.28492, -1.43976], [1.17644, -0.35378, 6.89486], [-1.67923, 0.61256, 1.62928], [-2.51913, 3.45538, -3.05382], [5.22393, 1.73358, -4.97785], [-4.14496, 5.73532, -0.26849], [-1.27765, -1.70421, -2.71760], [0.79967, -1.20185, 0.27324], [2.95824, 0.75107, -2.91171], [-1.60402, -0.62555, 4.39899], [-1.50013, 2.98579, -1.99588], [-2.79489, -0.34172, 2.58009], [-4.17804, 4.71052, 3.76707], [4.40247, -6.17284, 0.95917], [-3.01418, -4.59048, 0.05722], [0.28926, 2.83241, 3.47397], [-4.20907, 1.82952, 0.75188], [0.11954, 2.87377, -1.26600], [5.64145, -0.20271, -0.98308], [-5.16686, 0.93450, -1.45352], [-1.43563, -2.71076, 0.68461], [-3.79294, 6.77602, 2.44256], [0.80156, 0.48214, 7.48545], [2.00344, 0.67603, -2.39130], [-2.83197, -3.03686, 2.62660], [-6.14713, 0.31637, 1.93434], [-1.50750, -2.10670, -1.73105], [-1.65104, -0.18650, 2.37011], [-5.53534, -2.24764, 2.03147], [-2.94444, -0.30605, -2.02166], [7.86829, 0.64020, -5.43445], [-5.90234, -0.62812, -1.56295], [-1.77074, -1.30493, -0.27960], [4.79791, -2.15448, -4.43751], [1.38072, -5.78225, -0.34049], [1.79600, 0.92047, -1.35359], [1.01698, -4.31160, 0.52950], [0.42616, -3.10879, -2.90501], [-4.27028, 7.46436, -1.50934], [2.65617, 0.61525, -3.95018], [3.01764, -2.01944, -2.68414], [0.46391, -1.17371, 6.98484], [6.24241, -4.75449, -2.74702], [-0.62640, 2.44615, -2.36122], [2.77212, -1.78462, 7.45039], [0.25681, -2.01902, -4.30902], [-4.13923, -0.94880, -3.14290], [3.54142, -2.13580, -0.83248], [-3.10122, 2.27689, -0.59485], [1.91949, -0.75115, -3.11206], [-4.49823, -2.99263, -1.69278], [5.18766, 2.52498, -2.05359], [5.83098, 2.31227, -5.67405], [-1.71078, 0.24995, 0.60185], [-5.16665, 5.09241, -2.05056], [-0.86804, 1.58461, 3.93177], [-1.97036, 5.45076, -0.49712], [4.31649, -3.79923, 1.65354], [4.86548, -7.42976, -0.20567], [-3.56338, -1.36809, 3.96044], [-6.49541, 3.22295, -1.04001], [1.43605, -1.86322, -0.31472], [3.43310, -0.44873, 0.02308], [6.65723, -0.36758, -6.15478], [-2.73557, 0.61949, -3.14431], [-3.77323, -3.96996, 1.49356], [-2.83526, 4.22590, -1.36861], [7.10503, -5.49501, -1.50318], [-2.88883, 2.94485, 0.86969], [3.41026, 0.61622, 1.48238], [4.51228, 1.33270, -5.69962], [2.67627, -2.41658, 0.65520], [6.43987, -4.09393, 0.59207], [0.50906, 0.97348, 5.27673], [3.15743, 1.76123, -2.55394], [-4.21202, 1.03383, -2.19223], [-2.65496, 5.81222, -1.97524], [1.14431, -4.18793, -2.36605], [2.69110, -6.37446, -1.69390], [2.35925, -5.36717, 0.95315], [-1.22751, 3.00002, 0.59571], [-4.78391, -4.29768, 0.08825], [5.94545, -6.47346, -2.39122], [2.43060, -2.92101, -2.71452], [-1.36594, -2.37051, 1.98451], [-2.61661, 1.16058, 1.72456], [5.11483, -2.38350, 1.19801], [4.37898, -1.89217, -1.47734], [0.35518, -1.79851, 1.06981], [-2.17804, -1.34845, 1.38935], [-5.30621, 7.61641, -0.06740], [-5.78755, 5.02990, 3.18855], [-3.20896, 2.25083, 2.42839], [6.40941, 1.99508, -0.91100], [0.91063, -0.70836, 4.77294], [3.19890, -1.06680, 1.64224], [6.04032, -3.20924, -0.89631], [-0.11594, -0.98622, -0.27745], [-3.58066, 7.83254, 0.08617], [2.84497, -0.19570, 8.18178], [4.34930, 1.04241, -0.65939], [2.16076, 2.04081, -0.05528], [1.55714, 0.32933, 3.58548], [0.35569, 3.37465, 1.26770], [2.78806, -1.25954, -1.14597], [-6.62256, 3.93895, 1.15552], [-0.72882, -0.13951, 3.96783], [-1.44437, 2.98126, 2.99548], [-1.26112, 3.79104, -1.30122], [-2.44479, 3.77898, 2.28536], [1.20436, -2.73624, -1.49927], [7.45840, -0.86835, -4.76960], [-5.64838, 2.40361, 1.20406], [-1.75551, 1.18661, -0.80836], [1.33606, -1.33654, -1.59414], [-2.84484, 0.73377, 0.23716], [5.98562, -6.42286, 0.66988], [-2.80092, -2.74703, -1.82751], [-3.61074, 0.61121, 1.85007], [7.52407, 1.85417, -3.34375], [-4.65145, 3.04141, -0.88907], [-6.97268, -0.58749, 0.71378], [-1.96486, -0.00641, 5.22031], [-6.28653, 5.56452, -0.78282], [4.62829, 2.44887, -4.41067], [-5.26910, 3.35845, 3.60784], [7.28052, 0.32855, -2.63556], [-6.45740, 1.08427, 0.31113], [-0.40338, 1.27974, -0.88477], [-2.05285, -1.80864, -3.47671]],
  "relative_energy_kj_mol": 3467.2,
  "gap_ev": 8.592,
  "homo_energy_ev": -8.3436,
  "charge": 0
}


[2]
{
  "formula": "C37H66BF9I2O37S9",
  "method": "wB97M-V/def2-TZVPD",
  "symbols": ["I", "I", "S", "S", "S", "S", "S", "S", "S", "S", "S", "F", "F", "F", "F", "F", "F", "F", "F", "F", "O", "O", "O", "O", "O", "O", "O", "O", "O", "O", "O", "O", "O", "O", "O", "O", "O", "O", "O", "O", "O", "O", "O", "O", "O", "O", "O", "O", "O", "O", "O", "O", "O", "O", "O", "O", "O", "C", "C", "C", "C", "C", "C", "C", "C", "C", "C", "C", "C", "C", "C", "C", "C", "C", "C", "C", "C", "C", "C", "C", "C", "C", "C", "C", "C", "C", "C", "C", "C", "C", "C", "C", "C", "C", "B", "H", "H", "H", "H", "H", "H", "H", "H", "H", "H", "H", "H", "H", "H", "H", "H", "H", "H", "H", "H", "H", "H", "H", "H", "H", "H", "H", "H", "H", "H", "H", "H", "H", "H", "H", "H", "H", "H", "H", "H", "H", "H", "H", "H", "H", "H", "H", "H", "H", "H", "H", "H", "H", "H", "H", "H", "H", "H", "H", "H", "H", "H", "H", "H", "H", "H"],
  "xyz": [[-1.99579, -1.00476, 2.02360], [1.54411, -2.07965, -1.54373], [0.74075, -2.54432, 5.56625], [6.34088, -1.13045, 3.26106], [-9.13039, 3.83052, -0.22461], [-6.69723, 6.91776, -0.93555], [8.02863, -6.52901, -0.31843], [-1.98582, -3.64801, -5.41311], [-3.43782, 0.79713, -9.28101], [10.60192, 1.33662, 7.51592], [12.67217, -2.16088, 3.14414], [1.99344, 2.04660, 1.11649], [-3.67860, 3.92027, 1.27094], [0.84250, 3.40295, 2.89820], [1.17120, 0.27528, 2.47316], [-1.42909, 4.52709, 2.51824], [-0.61394, 1.69544, 3.61663], [-0.92631, 3.87029, 0.30890], [-3.06709, 1.81608, 0.36916], [-3.36130, 2.07871, 2.72778], [1.63372, -1.21243, 5.86050], [11.44922, 0.73662, 8.52249], [5.86562, -2.46538, 2.97261], [-5.10036, 7.05175, -1.23963], [-4.09040, 1.99551, -9.75971], [-3.86351, -0.53250, -9.65150], [12.30652, -3.30304, 2.03975], [-10.30194, 3.67648, 0.89975], [8.89631, -5.84806, 0.88318], [-6.61045, 7.00093, 0.69032], [-0.48321, -2.20885, 6.59085], [-1.99998, -4.53864, -6.77856], [-7.34981, 8.11614, -1.41425], [9.67886, 2.41017, 7.80203], [0.23779, -2.47143, 4.21417], [5.50011, -0.08047, 2.33851], [-8.29887, 2.65017, -0.18275], [1.45767, -3.69045, 6.07962], [-7.12293, 5.58813, -1.30604], [-1.84094, 0.93112, -9.58508], [-10.08827, 3.74436, -1.54103], [11.52779, -1.96994, 4.00457], [-0.97203, -4.17603, -4.53002], [7.93314, -5.57613, -1.40195], [-6.57120, -2.64574, 0.41806], [-3.35103, 0.88030, -7.65514], [5.73471, -0.67577, 4.70457], [9.79110, 0.14330, 6.75666], [11.54205, 1.78524, 6.26080], [-2.05830, -2.25226, -5.78427], [-8.59841, 5.17259, -0.14100], [7.73735, -0.76451, 3.21272], [14.00076, -2.42957, 3.64792], [12.76304, -0.89615, 2.11816], [6.59295, -6.56723, 0.45309], [-3.44783, -4.10142, -4.84977], [8.48854, -7.88595, -0.50179], [-1.18188, 1.38887, -8.40657], [0.88011, -0.30138, 6.65878], [-2.61267, 2.07349, -3.91601], [8.00088, -5.30523, 1.85081], [-4.17197, -4.73770, -5.90027], [6.78064, -6.22177, 1.82445], [12.02299, -2.68059, 0.78781], [-4.44130, 7.50949, -0.06112], [0.56297, 1.42992, -1.25578], [-4.46207, 0.19933, -2.14058], [-4.06114, 2.65751, -3.34831], [-5.31787, -2.31408, -2.36757], [10.08766, 0.17960, 5.36169], [-0.15955, 2.39848, 2.35810], [-6.88015, -1.89323, -2.07499], [-1.50213, 2.38248, -2.74657], [-0.07457, -1.16811, 7.47553], [-5.12417, 1.49037, -2.90873], [-4.42880, -1.14935, -3.12097], [0.71186, 1.34841, 1.51248], [-1.28751, 3.30052, 1.63630], [12.83480, -1.38805, 0.78187], [-5.24538, 6.92699, 1.09813], [-5.64969, -2.01874, 1.38784], [-0.87310, -0.65788, 0.12203], [-1.98596, 0.80636, -7.24732], [4.43441, 0.46558, 3.11238], [-0.13951, -2.08289, -0.17266], [-11.40621, 3.36694, -1.14635], [-11.56891, 3.88521, 0.28006], [-3.11263, -5.43114, -6.75271], [-0.40636, 1.13691, -2.53182], [11.49018, 0.77286, 5.25822], [-2.79935, 2.71126, 1.51549], [0.34955, -2.90145, 1.19122], [4.96355, 0.51356, 4.54327], [-7.20749, -1.64898, -0.45833], [0.08863, 0.67119, 0.16598], [11.69141, 1.19667, 4.27148], [-1.83467, 1.36350, -6.31889], [-5.05300, -1.10095, 0.97118], [-0.89842, 0.07842, -2.57714], [-12.14579, 3.79533, -1.82809], [4.15713, 0.54806, 5.28068], [8.47309, -5.26859, 2.83542], [-1.73581, -0.24689, -7.08412], [-12.35648, 3.36084, 0.82646], [-4.47935, 8.60396, -0.05642], [10.03171, -0.82488, 4.93371], [-0.97158, -2.79123, -0.65505], [-5.32600, -3.24995, -3.08989], [-4.69082, -3.96068, -6.47154], [0.82687, -2.21389, 2.00693], [-6.18801, -1.72902, 2.39624], [3.57725, -0.21125, 3.03169], [-3.35114, 0.38430, -1.82303], [-1.75006, -0.55676, -0.68259], [-7.05441, -0.85793, -2.62080], [-4.56469, 3.26203, -4.23799], [13.88700, -1.58461, 0.55045], [0.28916, 1.20454, -3.50139], [-1.21994, 2.48333, -8.40188], [1.63300, 0.97664, -1.53025], [-5.87065, 1.99125, -2.12321], [12.29579, -3.34320, -0.03791], [-3.31859, -1.50524, -3.35860], [-2.38075, 2.72711, -4.88704], [-5.06128, 0.00173, -1.13035], [-4.90433, -5.43930, -5.49385], [-4.84637, -2.84126, 1.67593], [1.54555, 0.29035, 7.29307], [6.96763, -7.14321, 2.38529], [-0.48064, -3.63915, 1.60482], [-4.99523, 5.87374, 1.26133], [-11.47175, 2.27460, -1.17867], [9.34994, 0.82444, 4.87331], [0.33007, 0.36555, 5.98705], [-3.46534, -5.63031, -7.76819], [12.25331, 0.02388, 5.49484], [-2.78663, -6.36860, -6.29070], [5.88719, -5.73112, 2.21979], [-5.78009, 1.09092, -3.79796], [-3.39878, 7.18265, -0.05066], [1.22882, -3.61551, 0.81348], [-7.60553, -2.70626, -2.50421], [0.44071, -1.62957, 8.32457], [0.78260, 2.59044, -1.08307], [-0.93986, -0.60762, 7.83730], [-0.83290, 3.28824, -3.14365], [-4.71174, -2.63659, -1.41503], [-8.39724, -1.66783, -0.38507], [-0.13937, 1.06202, -8.39612], [4.15332, 1.45314, 2.73891], [-11.77532, 4.96069, 0.28743], [10.94911, -2.47172, 0.74674], [5.62692, 1.37209, 4.68959], [12.43998, -0.65145, 0.07809], [-1.97394, 2.75519, -1.74318], [7.73801, -4.28993, 1.53554], [-3.94787, 3.41466, -2.46332], [-4.91746, -0.88105, -4.15066], [-5.09409, 7.48413, 2.02656], [-2.64191, 0.93690, -4.19657], [-6.90567, -0.54903, -0.10844]],
  "smiles": "COCCCCCCCCCCCB([C@H](I)[C@H](C)I)C(F)(F)C(F)(F)C(F)(F)C(F)(F)F.O=S1(=O)OCCO1.O=S1(=O)OCCO1.O=S1(=O)OCCO1.O=S1(=O)OCCO1.O=S1(=O)OCCO1.O=S1(=O)OCCO1.O=S1(=O)OCCO1.O=S1(=O)OCCO1.O=S1(=O)OCCO1",
  "gap_ev": 7.813,
  "homo_energy_ev": -9.4909,
  "charge": 0
}